(1)
{"formula": "C4H6Cl2O2", "method": "ωB97M-V/def2-TZVPD", "lumo_energy_ev": [0.1107, 0.3913], "spin_multiplicity": 1, "total_charge": 0, "homo_lumo_gap_ha": [0.2878, 0.2935], "symbols": ["H", "C", "H", "C", "H", "H", "O", "C", "H", "O", "Cl", "Cl", "C", "H"], "positions_angstrom": [[2.119609, 0.097998, -0.841982], [1.913997, -0.406447, 0.161179], [-1.188611, 2.517068, -0.821656], [-1.016248, 1.780417, -0.157073], [-1.529790, 1.817389, 0.709747], [-1.115695, -1.587844, 0.403740], [-1.950048, -0.304476, -0.787043], [-1.398079, -1.344064, -0.629433], [-1.143661, -1.932656, -1.496815], [0.109442, 1.134297, -0.322915], [0.021750, 0.283102, 2.154838], [1.730995, -2.227994, 0.061178], [0.740621, 0.458737, 0.575548], [2.705719, -0.285526, 0.990689]], "forces_ev_per_a": [[0.56, -1.36, 1.19], [-0.05, 2.40, 0.91], [-0.45, 1.86, -2.60], [1.99, -0.79, -0.56], [-1.18, -0.47, 2.86], [0.14, -0.88, -0.15], [-1.79, 1.05, -0.65], [0.59, -0.12, 0.90], [0.38, -0.88, -0.25], [-0.41, 1.21, -0.41], [0.24, 0.06, -0.50], [-0.21, 0.51, -0.27], [1.15, -2.48, 1.30], [-0.94, -0.11, -1.79]], "nbo_charge": [0.247, -0.443, 0.160, -0.011, 0.165, 0.126, -0.527, 0.250, 0.123, -0.367, -0.028, -0.097, 0.160, 0.241]}

***

(2)
{"formula": "C4H6Cl2S", "method": "ωB97M-V/def2-TZVPD", "lumo_energy_ev": -0.9416, "spin_multiplicity": 1, "smiles": "S=C(CCl)CCCl", "total_charge": 0, "homo_lumo_gap_ha": 0.3043, "symbols": ["Cl", "H", "H", "C", "Cl", "H", "C", "C", "S", "H", "H", "H", "C"], "positions_angstrom": [[-2.018638, -1.742523, -0.594263], [-2.631329, 0.506614, 0.125822], [0.311214, 0.067108, 1.648277], [0.374119, -0.192606, 0.642429], [2.337736, -1.119230, -1.058956], [-2.180253, 0.367064, -1.502423], [-0.513667, 0.607007, -0.247286], [-1.827581, 0.071427, -0.527018], [-0.291861, 2.193691, -0.834551], [2.141312, 0.987494, 0.327229], [0.144272, -1.264760, 0.582783], [2.326504, -0.401221, 1.182549], [1.828172, -0.080061, 0.255412]], "forces_ev_per_a": [[0.07, 0.50, 0.33], [0.93, -0.66, -0.03], [-0.48, 0.87, 1.78], [0.81, -1.04, -2.68], [0.02, 0.45, -0.30], [0.20, 0.21, -0.36], [0.37, 2.98, -0.22], [-2.81, -0.68, -0.66], [0.23, -2.78, 1.16], [-0.12, -0.61, -1.53], [-0.37, 0.36, 0.02], [0.31, -0.62, -0.52], [0.84, 1.02, 3.01]], "nbo_charge": [-0.081, 0.263, 0.254, -0.535, -0.018, 0.258, 0.007, -0.469, 0.019, 0.237, 0.249, 0.212, -0.396]}

***

(3)
{"formula": "C4H6Cl3GeN2O3Pd", "method": "ωB97M-V/def2-TZVPD", "lumo_energy_ev": [-2.5267, -2.5016], "spin_multiplicity": 2, "total_charge": 0, "homo_lumo_gap_ha": [0.2312, 0.2493], "symbols": ["Cl", "H", "C", "O", "O", "Ge", "H", "H", "Pd", "Cl", "O", "H", "N", "Cl", "H", "N", "C", "C", "C", "H"], "positions_angstrom": [[-0.352350, 1.194176, 4.685438], [-2.661928, 0.476016, -2.066279], [-2.075234, 0.542098, -1.156123], [-1.685889, -1.522377, -2.875565], [0.181970, 1.600807, -0.869137], [0.252354, 1.332826, 2.615406], [0.128503, -2.933322, 0.544584], [1.542133, -2.456694, -0.145692], [0.101412, -0.247734, 0.684908], [2.042337, 2.517449, 2.752187], [-1.216708, 2.517617, -2.423838], [-0.483607, -3.494325, -1.603913], [0.540315, -2.313972, -0.142291], [1.365337, -0.876406, 2.513053], [-2.566740, 1.051503, -0.331386], [-1.381897, -0.581576, -0.796715], [-0.051282, -2.501890, -1.474288], [-0.791864, 1.797384, -1.569711], [-1.128778, -1.493106, -1.803851], [0.717018, -2.379875, -2.236287]], "forces_ev_per_a": [[-0.19, 0.13, -0.15], [0.03, 0.04, -0.04], [-0.61, -0.57, -0.12], [-0.04, -0.01, -0.03], [-0.04, 0.37, -0.33], [0.14, -0.52, -0.22], [0.04, 0.05, 0.08], [0.01, 0.02, 0.07], [-0.15, -2.83, 0.12], [-0.11, 0.18, -0.06], [-0.29, -0.21, 0.08], [0.09, -0.06, 0.05], [-0.35, 1.10, 0.12], [0.33, 0.40, 0.11], [0.16, 0.17, 0.00], [0.20, 1.37, 0.39], [0.03, -0.19, -0.15], [0.66, 0.57, -0.06], [0.06, 0.01, 0.10], [0.05, -0.02, 0.02]], "lowdin_spin": [-0.017, 0.009, 0.233, 0.068, 0.103, -0.035, 0.000, 0.000, 0.054, -0.010, 0.221, 0.001, 0.007, -0.013, 0.020, 0.207, 0.003, 0.111, 0.038, 0.000]}

***

(4)
{"formula": "C4H6ClFNO2", "method": "ωB97M-V/def2-TZVPD", "lumo_energy_ev": -4.2742, "spin_multiplicity": 1, "smiles": "[NH3+]/C(=C\\O)C(=O)[C@H](F)Cl", "total_charge": 1, "homo_lumo_gap_ha": 0.3712, "symbols": ["Cl", "C", "O", "H", "H", "H", "C", "H", "C", "C", "H", "F", "O", "H", "N"], "positions_angstrom": [[-0.960837, 2.459449, -1.189069], [1.352861, 0.107731, -0.289055], [-2.288808, -0.445904, 0.638117], [1.514749, 1.127389, -0.018303], [-0.344226, 2.162169, 1.022478], [3.303861, 0.059804, -0.581771], [-1.385916, 0.318029, 0.522441], [-0.799396, -2.405857, 0.332837], [-1.259741, 1.847507, 0.552946], [0.216183, -0.553568, 0.040112], [-0.355193, -2.030394, -1.238745], [-2.243484, 2.477496, 1.100817], [2.521608, -0.618852, -0.663271], [0.753670, -2.550385, -0.014964], [-0.025329, -1.954615, -0.214570]], "forces_ev_per_a": [[-0.52, -0.77, 1.11], [1.15, -3.45, 0.83], [0.63, 1.34, 0.21], [-0.22, 0.60, -0.27], [0.47, -0.31, 0.42], [-2.01, -2.07, -0.41], [2.32, -2.78, -1.59], [0.26, 1.13, -0.17], [1.77, -0.09, -1.71], [-1.83, 3.82, 0.69], [0.87, -0.38, 1.65], [-1.81, 0.37, 0.56], [-0.18, 3.36, 0.69], [1.19, -0.39, -0.31], [-2.11, -0.39, -1.72]], "nbo_charge": [-0.045, 0.175, -0.458, 0.218, 0.203, 0.519, 0.606, 0.469, 0.155, -0.108, 0.465, -0.266, -0.679, 0.457, -0.710]}

***

(5)
{"formula": "C4H6ClN", "method": "ωB97M-V/def2-TZVPD", "lumo_energy_ev": 0.2446, "spin_multiplicity": 1, "smiles": "CC(C)=C=NCl", "total_charge": 0, "homo_lumo_gap_ha": 0.3322, "symbols": ["H", "H", "Cl", "C", "H", "C", "H", "N", "C", "C", "H", "H"], "positions_angstrom": [[0.138109, -2.012257, 0.720538], [-0.656499, 2.010155, 0.134680], [3.778379, -0.063936, -0.109715], [-0.572610, -1.275833, 0.218328], [-0.953206, -1.737901, -0.727743], [-0.981253, 1.147988, -0.543931], [-2.019071, 0.945059, -0.295511], [2.435807, 0.404703, 0.903996], [-0.070269, 0.071735, -0.003079], [1.237875, 0.209100, 0.482187], [-0.885278, 1.398812, -1.643916], [-1.451989, -1.097626, 0.864165]], "forces_ev_per_a": [[-0.90, 1.16, -0.68], [-0.81, -0.46, -1.52], [-0.34, 0.09, -0.31], [-1.19, -2.11, 0.48], [0.31, 0.32, 0.66], [1.55, 1.61, 0.84], [-0.04, -0.25, -0.09], [-3.78, -0.76, -0.29], [5.10, 0.29, 1.09], [-0.05, 1.26, -1.47], [0.07, -0.35, 1.35], [0.09, -0.79, -0.07]], "nbo_charge": [0.237, 0.240, 0.086, -0.626, 0.224, -0.643, 0.224, -0.442, -0.096, 0.343, 0.240, 0.213]}

***

(6)
{"formula": "C4H6ClN", "method": "ωB97M-V/def2-TZVPD", "lumo_energy_ev": [0.7444, 0.8416], "spin_multiplicity": 1, "total_charge": 0, "homo_lumo_gap_ha": [0.2889, 0.3084], "symbols": ["H", "H", "C", "H", "Cl", "H", "C", "C", "N", "H", "C", "H"], "positions_angstrom": [[-2.140481, -0.816824, -0.789985], [1.523745, 0.295481, 1.791711], [-0.463817, 0.622932, -0.831830], [-0.370198, 1.186859, 1.012141], [2.625518, -0.153066, -0.251480], [0.169725, 0.434378, -1.740546], [-0.568367, -1.416311, 0.438226], [1.303520, 0.257456, 0.705186], [0.289113, 1.116911, 0.280641], [-1.162820, 1.369444, -0.999086], [-1.122388, -0.641139, -0.446300], [-0.083551, -2.256116, 0.831320]], "forces_ev_per_a": [[0.07, -0.04, -0.45], [-0.06, 0.04, -0.98], [1.63, 0.20, -0.83], [-0.46, 0.41, 1.18], [0.57, 0.05, -0.78], [-0.49, 0.45, 0.81], [1.87, 1.31, -0.89], [-2.63, -0.92, 1.98], [2.33, 0.02, -1.04], [-1.48, 1.36, -1.04], [-0.96, -1.92, 1.34], [-0.39, -0.97, 0.71]], "nbo_charge": [0.220, 0.205, -0.263, 0.377, 0.024, 0.219, -0.214, -0.102, -0.582, 0.205, -0.313, 0.223]}

***

(7)
{"formula": "C4H6ClN", "method": "ωB97M-V/def2-TZVPD", "lumo_energy_ev": 0.7867, "spin_multiplicity": 1, "total_charge": 0, "homo_lumo_gap_ha": 0.3076, "symbols": ["C", "N", "Cl", "C", "C", "H", "H", "H", "H", "H", "H", "C"], "positions_angstrom": [[-0.650583, -2.005229, 0.718360], [-0.318217, 0.217030, -0.321960], [-0.749295, -1.721031, -2.030757], [-0.489633, -1.086924, -0.437153], [0.911487, 2.309838, -0.189879], [0.026284, -2.853878, 0.617435], [-1.668894, -2.395983, 0.769559], [1.468586, 2.183949, -1.119021], [0.656991, 3.359759, -0.062570], [1.551195, 1.986610, 0.634580], [-0.429582, -1.473169, 1.639894], [-0.308339, 1.479028, -0.218487]], "forces_ev_per_a": [[0.09, -0.10, 0.03], [0.07, -0.50, -0.01], [0.04, -0.04, 0.00], [0.23, 3.73, 0.18], [0.25, 0.03, 0.06], [0.00, -0.03, 0.07], [-0.03, 0.01, -0.04], [0.08, -0.01, -0.06], [0.09, -0.06, 0.00], [0.09, 0.04, 0.01], [0.02, 0.00, 0.03], [-0.92, -3.09, -0.25]], "nbo_charge": [-0.652, -0.345, -0.004, 0.117, -0.709, 0.230, 0.228, 0.237, 0.226, 0.232, 0.234, 0.207]}

***

(8)
{"formula": "C4H6ClN", "method": "ωB97M-V/def2-TZVPD", "lumo_energy_ev": [0.9666, -1.4941], "spin_multiplicity": 3, "total_charge": 0, "homo_lumo_gap_ha": [0.2650, 0.2977], "symbols": ["H", "H", "C", "N", "C", "Cl", "H", "C", "H", "H", "C", "H"], "positions_angstrom": [[-2.384616, -0.183201, 1.820226], [-2.531808, -1.089591, 0.296587], [-1.745424, 0.927134, -0.064450], [2.792733, -0.940706, -0.593276], [-1.499400, 1.827892, -0.805248], [1.175295, 0.597386, 0.628602], [-1.237284, 2.614338, -1.569968], [-1.924174, -0.244758, 0.785444], [3.586789, -0.246282, -0.231340], [-0.939366, -0.710209, 1.074464], [1.508501, -0.826494, -0.294210], [3.198756, -1.725512, -1.046829]], "forces_ev_per_a": [[0.15, 0.90, -1.33], [0.89, 1.39, 0.35], [-0.49, -0.83, 0.88], [5.26, 1.29, -0.15], [0.46, 1.95, -2.03], [-0.07, -0.72, -0.27], [-0.55, -1.43, 1.57], [-0.34, -2.53, 1.22], [-2.93, -2.02, -0.88], [-0.84, 0.50, -0.75], [-1.37, 2.11, 1.67], [-0.15, -0.61, -0.27]], "lowdin_spin": [0.000, 0.000, 0.001, 0.372, 0.002, 0.261, 0.000, 0.002, 0.034, 0.004, 1.307, 0.016]}

***

(9)
{"formula": "C4H6ClNO2", "method": "ωB97M-V/def2-TZVPD", "lumo_energy_ev": 0.7357, "spin_multiplicity": 1, "smiles": "CC(=O)N(O)/C=C\\Cl", "total_charge": 0, "homo_lumo_gap_ha": 0.3700, "symbols": ["H", "H", "N", "H", "Cl", "H", "O", "C", "H", "O", "C", "C", "C", "H"], "positions_angstrom": [[-0.066920, 2.093894, -0.167928], [-0.102851, -1.540180, 1.699101], [0.696199, -0.630767, -0.047715], [2.385827, -1.339702, -0.520100], [-2.293396, 0.354692, -0.619743], [0.310169, 1.559114, 1.505278], [2.584141, 0.612750, -0.346998], [-1.697778, -0.620089, 0.763667], [1.467282, 2.573279, 0.649176], [1.483340, -1.705917, -0.499057], [-0.396069, -0.927249, 0.867726], [0.706398, 1.773523, 0.532621], [1.400516, 0.573927, 0.019326], [-2.497403, -1.016123, 1.372513]], "forces_ev_per_a": [[-0.07, -0.02, 0.27], [0.09, -0.38, 0.29], [-0.33, 1.56, 0.32], [0.06, 0.42, 0.09], [0.35, -0.74, 1.10], [-0.60, 0.03, 0.47], [-1.42, -0.51, 0.24], [0.96, 0.58, -2.01], [-0.52, -0.54, -0.22], [-1.01, -0.26, 0.67], [0.12, -0.49, -0.71], [0.58, 0.91, -0.13], [1.50, -0.80, -0.67], [0.29, 0.25, 0.29]], "nbo_charge": [0.252, 0.213, -0.176, 0.498, -0.034, 0.233, -0.628, -0.179, 0.250, -0.537, -0.064, -0.717, 0.652, 0.237]}

***

(10)
{"formula": "C4H6ClNS", "method": "ωB97M-V/def2-TZVPD", "lumo_energy_ev": -0.3098, "spin_multiplicity": 1, "smiles": "S=CN1C[C@H]1CCl", "total_charge": 0, "homo_lumo_gap_ha": 0.3104, "symbols": ["H", "C", "N", "C", "H", "H", "S", "C", "C", "H", "Cl", "H", "H"], "positions_angstrom": [[1.334219, -0.383017, -0.950482], [-1.415778, 0.639600, -1.035660], [-0.796238, -0.499298, -0.655238], [0.458555, -0.995061, -0.905329], [-2.313795, 1.009782, -0.482475], [-0.194731, 1.098907, 1.870898], [-0.572693, 1.661884, -2.157118], [0.452120, 0.541182, 1.224216], [-0.018095, -0.732618, 0.536529], [0.720100, 1.199550, 0.489960], [2.183526, 0.161725, 1.881941], [0.436657, -2.099579, -1.184224], [-0.273847, -1.603056, 1.366982]], "forces_ev_per_a": [[0.38, 0.39, -1.50], [2.40, 2.67, -1.71], [-2.86, 0.48, 0.76], [1.39, -2.43, 1.90], [0.78, -0.78, -0.47], [-0.21, -0.50, 1.02], [-2.11, -1.51, 1.50], [1.90, -2.22, -0.01], [-1.46, -2.08, 3.00], [0.51, 1.85, -2.04], [-1.57, 0.33, 0.14], [0.51, 1.77, 0.08], [0.35, 2.02, -2.67]], "nbo_charge": [0.228, -0.026, -0.433, -0.222, 0.219, 0.232, -0.157, -0.340, -0.053, 0.217, -0.116, 0.231, 0.221]}

***

Record-wise energy values, in Ha: -1226.6980 -1474.5390 -4076.6886 -920.9588 -670.8473 -670.7894 -670.8736 -670.7055 -821.3703 -1069.0356
Record-wise relative energy (zero: lowest compared OMol25 entry of this formula, charge and spin) values, in kJ/mol: 389.71 67.06 138.74 63.53 266.02 417.91 196.87 248.64 268.48 270.38